Record 1
{"formula": "C39H54BrCuN5O5", "method": "ωB97M-V/def2-TZVPD", "s2": 1.0994, "e_homo_ev": [-7.4, -7.3], "charge": 0, "multiplicity": 2, "gap_ev": [6.073, 5.793], "lumo_energy_ev": [-1.35, -1.50], "energy_ev": -173691.8564, "symbols": ["Cu", "C", "C", "C", "C", "C", "C", "C", "N", "C", "C", "C", "C", "C", "C", "O", "C", "C", "C", "C", "C", "C", "C", "C", "C", "O", "C", "C", "C", "C", "C", "C", "H", "H", "H", "H", "H", "H", "H", "H", "H", "H", "H", "H", "H", "H", "H", "H", "H", "H", "H", "H", "H", "H", "H", "H", "H", "H", "H", "H", "H", "H", "H", "H", "H", "H", "H", "H", "H", "H", "H", "H", "C", "N", "C", "C", "N", "H", "H", "H", "H", "H", "H", "Br", "C", "C", "C", "C", "C", "C", "C", "O", "O", "H", "H", "H", "H", "N", "C", "N", "O", "H", "H", "H", "H"], "positions_angstrom": [[-0.2309, -0.1878, 0.1899], [4.9281, -1.1154, 5.4252], [4.2049, -2.2488, 4.6833], [3.7292, -3.2990, 5.6976], [5.2004, -2.9140, 3.7331], [3.0065, -1.6723, 3.9363], [2.8653, -1.7344, 2.5828], [1.7255, -1.1694, 1.9579], [1.4070, -1.2762, 0.6409], [2.1010, -1.7701, -0.3600], [3.5274, -1.8241, -0.4613], [4.1078, -2.2801, -1.5935], [3.2591, -2.7227, -2.6832], [1.9078, -2.7019, -2.6982], [1.2335, -2.2985, -1.4566], [0.0386, -2.4525, -1.2368], [1.1476, -3.1432, -3.9574], [1.2638, -4.6689, -4.0869], [1.7756, -2.4798, -5.1936], [-0.3418, -2.7731, -3.9482], [5.6136, -2.2900, -1.8137], [6.0618, -3.7331, -2.0927], [6.3742, -1.7772, -0.5920], [5.9673, -1.4018, -3.0158], [0.6536, -0.5935, 2.7294], [-0.3899, -0.1731, 2.1188], [0.8009, -0.5506, 4.1560], [1.9628, -1.0553, 4.6776], [-0.2366, 0.0392, 5.1248], [0.3585, 1.3089, 5.7525], [-0.5412, -0.9774, 6.2370], [-1.5759, 0.4043, 4.4745], [5.7897, -1.5083, 5.9699], [4.2724, -0.6247, 6.1461], [5.2806, -0.3591, 4.7214], [4.5849, -3.7374, 6.2157], [3.1838, -4.1000, 5.1952], [3.0708, -2.8651, 6.4512], [6.0309, -3.3282, 4.3072], [5.6134, -2.1960, 3.0208], [4.7389, -3.7313, 3.1751], [3.5860, -2.2590, 1.9790], [4.1098, -1.3690, 0.3235], [3.7639, -3.0646, -3.5785], [2.3072, -4.9844, -4.1507], [0.7452, -5.0099, -4.9857], [0.8095, -5.1614, -3.2253], [2.7993, -2.8096, -5.3755], [1.7806, -1.3939, -5.0832], [1.1902, -2.7335, -6.0792], [-0.8947, -3.3106, -3.1839], [-0.7657, -3.0232, -4.9237], [-0.4947, -1.7079, -3.7660], [5.7968, -4.3863, -1.2595], [7.1450, -3.7678, -2.2254], [5.6024, -4.1355, -2.9964], [6.1815, -2.3962, 0.2869], [6.1095, -0.7452, -0.3543], [7.4462, -1.8070, -0.7929], [5.4812, -1.7423, -3.9309], [7.0456, -1.4133, -3.1863], [5.6601, -0.3699, -2.8332], [2.0880, -1.0055, 5.7525], [1.2470, 1.0831, 6.3451], [-0.3737, 1.7879, 6.4071], [0.6473, 2.0208, 4.9778], [0.3283, -1.1914, 6.8591], [-0.8955, -1.9178, 5.8118], [-1.3226, -0.5827, 6.8899], [-1.4646, 1.1424, 3.6844], [-2.2346, 0.8063, 5.2483], [-2.0575, -0.4673, 4.0320], [-1.8727, 3.8838, 0.9785], [-0.6265, 3.6052, 1.6894], [-0.5611, 3.9461, 3.1020], [0.2864, 2.8225, 1.1665], [1.1142, 2.1536, 0.7073], [-1.9908, 4.9630, 0.8637], [-2.7123, 3.4842, 1.5492], [-1.8797, 3.3912, 0.0109], [-0.7699, 5.0098, 3.2246], [0.4341, 3.7372, 3.4859], [-1.2938, 3.3730, 3.6744], [-3.9476, -4.6130, -3.3778], [-3.5478, -2.9103, -2.6373], [-3.6245, -1.7872, -3.4473], [-3.3124, -0.5512, -2.9058], [-2.9095, -0.4384, -1.5799], [-2.8536, -1.5760, -0.7871], [-3.1758, -2.8211, -1.3092], [-2.5260, 0.9205, -1.0398], [-2.9333, 1.9252, -1.6077], [-1.7974, 0.9313, 0.0283], [-3.9268, -1.8825, -4.4812], [-3.3783, 0.3497, -3.5021], [-2.5633, -1.4899, 0.2535], [-3.1240, -3.7097, -0.6959], [0.9230, 0.7706, -3.8037], [1.0257, 0.7463, -2.4483], [2.1574, 1.2267, -1.8902], [0.1060, 0.2445, -1.7912], [1.5100, 1.3649, -4.3604], [0.0259, 0.5117, -4.1781], [2.7983, 1.7564, -2.4550], [2.0972, 1.4682, -0.9023]], "forces_ev_per_a": [[-0.206, 0.192, 0.001], [-0.008, 0.001, -0.002], [-0.002, 0.005, -0.001], [-0.015, 0.001, -0.021], [-0.006, 0.011, 0.002], [-0.013, 0.018, 0.015], [-0.080, 0.012, -0.072], [-0.035, -0.146, -0.220], [-0.174, 0.314, 0.388], [0.311, -0.174, -0.322], [-0.338, 0.146, 0.112], [-0.097, -0.084, -0.290], [0.193, 0.063, 0.019], [-0.069, 0.070, -0.054], [0.372, -0.159, 0.014], [-0.138, -0.044, 0.084], [-0.041, -0.006, 0.034], [-0.018, 0.000, 0.036], [0.024, -0.015, -0.007], [0.065, 0.000, 0.012], [0.008, -0.051, 0.002], [0.019, 0.008, -0.001], [0.002, -0.008, -0.004], [-0.031, 0.001, 0.004], [0.013, 0.014, -0.022], [0.024, -0.056, 0.036], [0.045, 0.008, 0.098], [-0.019, 0.034, 0.081], [-0.012, -0.003, -0.051], [0.004, -0.014, -0.005], [-0.008, 0.021, -0.007], [-0.011, 0.009, 0.010], [-0.004, -0.003, -0.001], [0.005, 0.002, -0.001], [0.006, 0.002, 0.004], [0.000, 0.008, 0.003], [0.007, -0.007, 0.005], [-0.007, -0.003, -0.005], [0.005, 0.003, -0.004], [-0.005, -0.005, -0.010], [0.011, -0.009, 0.006], [0.021, -0.005, 0.021], [0.041, -0.043, 0.000], [0.024, -0.012, 0.020], [0.006, 0.004, -0.006], [-0.007, 0.002, 0.001], [-0.001, -0.010, -0.003], [0.004, -0.006, 0.002], [0.000, -0.031, -0.011], [0.005, -0.018, -0.004], [0.024, 0.010, -0.041], [-0.006, 0.013, -0.017], [-0.019, -0.031, 0.028], [0.010, 0.000, 0.001], [0.001, -0.003, -0.009], [-0.003, -0.001, 0.004], [-0.002, 0.007, 0.009], [0.003, 0.004, -0.002], [0.002, -0.005, 0.006], [0.005, 0.005, 0.001], [0.003, -0.003, 0.006], [0.003, 0.004, 0.000], [0.004, -0.004, 0.006], [0.009, 0.000, -0.007], [0.002, -0.005, 0.008], [-0.013, -0.005, 0.013], [0.013, -0.012, -0.006], [-0.010, 0.001, 0.003], [0.006, 0.002, 0.007], [-0.025, -0.010, 0.028], [-0.006, -0.004, 0.019], [-0.003, 0.021, -0.002], [-0.048, 0.008, -0.028], [0.027, -0.041, 0.000], [0.007, 0.054, -0.027], [-0.107, -0.046, 0.000], [0.140, -0.020, -0.070], [0.001, -0.001, 0.013], [-0.008, -0.015, 0.003], [0.022, 0.015, -0.019], [0.004, 0.003, 0.001], [0.008, 0.010, -0.010], [0.004, 0.005, 0.003], [0.013, 0.013, 0.002], [-0.032, -0.002, 0.006], [-0.034, 0.036, 0.024], [-0.018, -0.038, -0.024], [0.037, -0.024, -0.016], [-0.028, -0.007, -0.013], [-0.027, 0.021, -0.001], [-0.119, 0.018, -0.003], [0.045, 0.056, 0.008], [0.168, -0.174, 0.072], [0.005, -0.003, -0.005], [0.003, 0.005, -0.001], [0.000, -0.010, -0.003], [0.005, 0.001, 0.005], [0.050, 0.036, 0.005], [0.036, 0.156, -0.094], [0.003, 0.010, 0.061], [0.035, -0.100, 0.188], [-0.012, 0.013, 0.015], [-0.011, 0.016, 0.004], [0.002, -0.024, 0.019], [-0.041, 0.010, -0.058]]}

Record 2
{"formula": "C39H54CrN4O2PS", "method": "ωB97M-V/def2-TZVPD", "s2": 6.0258, "e_homo_ev": [-10.3, -10.3], "charge": 1, "multiplicity": 5, "gap_ev": [7.771, 7.873], "lumo_energy_ev": [-2.49, -2.41], "energy_ev": -99917.8054, "symbols": ["Cr", "C", "C", "C", "C", "C", "C", "C", "C", "C", "C", "C", "C", "C", "C", "C", "C", "C", "C", "C", "C", "C", "P", "C", "C", "C", "C", "C", "C", "C", "C", "H", "H", "H", "H", "H", "H", "H", "H", "H", "H", "H", "H", "H", "H", "H", "H", "H", "H", "H", "H", "H", "H", "H", "H", "H", "H", "H", "H", "H", "H", "H", "H", "H", "H", "H", "H", "H", "H", "H", "H", "H", "H", "H", "H", "H", "N", "C", "C", "C", "C", "C", "C", "S", "O", "O", "N", "C", "N", "C", "C", "C", "N", "H", "H", "H", "H", "H", "H", "H", "H", "H"], "positions_angstrom": [[0.2200, -0.5712, -0.4349], [5.2209, -1.0407, 2.5249], [3.8271, -1.5833, 2.1921], [3.0876, -2.0167, 3.4583], [3.0653, -0.5624, 1.3746], [3.2358, -0.4926, 0.0024], [2.5317, 0.4130, -0.7910], [2.9071, 0.5374, -2.2617], [2.9910, -0.7992, -2.9992], [4.2544, 1.2604, -2.3847], [1.6552, 1.3341, -0.1631], [1.5766, 1.3637, 1.2533], [2.2335, 0.3807, 1.9775], [0.8825, 2.4967, 1.9923], [1.9257, 3.5568, 2.3827], [0.1414, 2.0717, 3.2615], [1.1356, 2.5192, -0.9580], [2.0048, 3.6111, -1.0219], [1.6621, 4.7742, -1.6863], [0.4246, 4.8692, -2.3056], [-0.4422, 3.7928, -2.2591], [-0.1119, 2.6025, -1.5980], [-1.2613, 1.1804, -1.5414], [-1.5330, 0.6165, -3.3068], [-2.6782, -0.4092, -3.2895], [-1.8108, 1.6981, -4.3505], [-0.2597, -0.1138, -3.7460], [-2.8597, 1.7830, -0.7789], [-2.4696, 2.5531, 0.4930], [-3.7197, 2.6951, -1.6560], [-3.7274, 0.5703, -0.3843], [5.7928, -1.7770, 3.0927], [5.1330, -0.1367, 3.1346], [5.7872, -0.7885, 1.6252], [3.9549, -2.4659, 1.5570], [3.1561, -1.2529, 4.2379], [3.5394, -2.9244, 3.8617], [2.0320, -2.2159, 3.2677], [3.9366, -1.1706, -0.4763], [2.1601, 1.1639, -2.7426], [3.9017, -1.3409, -2.7249], [3.0383, -0.6278, -4.0756], [2.1416, -1.4533, -2.8037], [5.0328, 0.7169, -1.8417], [4.2133, 2.2755, -1.9929], [4.5540, 1.3176, -3.4340], [2.1145, 0.3654, 3.0541], [0.1767, 2.9604, 1.3039], [2.7228, 3.0985, 2.9749], [1.4544, 4.3271, 2.9972], [2.3812, 4.0493, 1.5240], [0.8463, 1.8747, 4.0742], [-0.4774, 1.1914, 3.1199], [-0.4965, 2.8944, 3.5920], [2.9664, 3.5400, -0.5292], [2.3559, 5.6049, -1.7176], [0.1361, 5.7757, -2.8233], [-1.3950, 3.8823, -2.7551], [-3.6538, 0.0701, -3.2177], [-2.5903, -1.1276, -2.4694], [-2.6567, -0.9703, -4.2281], [-2.6983, 2.2919, -4.1415], [-1.9696, 1.2025, -5.3140], [-0.9610, 2.3686, -4.4736], [0.0591, -0.8800, -3.0310], [0.5667, 0.5777, -3.9063], [-0.4526, -0.6283, -4.6916], [-1.9052, 3.4582, 0.2594], [-1.8924, 1.9450, 1.1894], [-3.3912, 2.8561, 0.9985], [-3.2197, 3.6114, -1.9630], [-4.5836, 2.9939, -1.0541], [-4.1050, 2.1862, -2.5383], [-3.1560, -0.2720, -0.0063], [-4.3290, 0.2204, -1.2211], [-4.4199, 0.8888, 0.4012], [-5.9849, -4.3011, 3.8557], [-4.8846, -3.6802, 3.3410], [-3.7150, -4.4141, 3.0884], [-2.6024, -3.7999, 2.5671], [-2.6326, -2.4336, 2.2868], [-3.7859, -1.6867, 2.5341], [-4.8984, -2.3058, 3.0644], [-1.2442, -1.6900, 1.5884], [-1.4248, -0.2459, 1.5752], [-0.0678, -2.2036, 2.2591], [-1.1358, -2.0577, -0.0201], [-0.2140, -3.1133, -0.2522], [-0.5247, -4.3893, -0.1153], [0.4798, -5.2457, -0.3016], [1.7711, -4.8482, -0.6175], [1.9823, -3.4974, -0.7734], [0.9899, -2.6284, -0.6089], [-5.9718, -5.2807, 4.0665], [-6.8269, -3.7925, 4.0468], [-3.6901, -5.4737, 3.3157], [-1.7042, -4.3759, 2.3821], [-3.7968, -0.6230, 2.3346], [-5.7897, -1.7282, 3.2795], [0.2406, -6.2974, -0.1877], [2.5721, -5.5607, -0.7493], [2.9489, -3.0945, -1.0474]], "forces_ev_per_a": [[0.074, 0.132, -0.108], [0.036, 0.048, 0.030], [-0.026, -0.037, -0.019], [-0.023, 0.006, 0.052], [0.000, 0.029, 0.110], [-0.077, -0.224, -0.022], [0.188, 0.234, -0.115], [0.058, -0.001, 0.060], [0.095, -0.097, 0.011], [0.069, -0.002, -0.027], [0.141, 0.588, -0.345], [-0.207, -0.067, 0.069], [-0.039, -0.058, 0.086], [0.104, 0.013, -0.026], [0.051, 0.044, 0.023], [0.044, 0.028, 0.059], [0.054, -0.112, 0.110], [-0.013, -0.025, -0.023], [-0.003, 0.031, -0.010], [0.009, 0.015, 0.013], [0.045, -0.046, -0.004], [0.015, 0.122, -0.082], [0.281, -0.145, 0.038], [-0.052, -0.147, -0.003], [-0.038, -0.013, -0.037], [-0.037, -0.026, -0.111], [0.030, -0.025, -0.006], [-0.016, -0.054, 0.126], [-0.004, 0.057, 0.007], [-0.100, 0.056, 0.062], [-0.089, 0.016, -0.034], [-0.030, 0.022, -0.018], [0.027, -0.044, -0.030], [-0.045, -0.009, 0.034], [-0.015, -0.015, -0.038], [-0.004, -0.016, -0.040], [0.034, 0.046, -0.009], [0.076, -0.004, -0.022], [-0.022, 0.042, 0.039], [-0.091, 0.011, -0.063], [-0.052, 0.030, -0.011], [0.020, 0.002, 0.019], [-0.028, 0.040, 0.011], [-0.044, 0.023, -0.035], [-0.014, -0.010, 0.023], [-0.023, -0.001, 0.052], [0.007, -0.003, -0.048], [-0.068, -0.003, 0.002], [-0.042, 0.024, -0.013], [0.012, -0.031, -0.038], [-0.030, -0.055, 0.025], [-0.043, -0.020, -0.035], [-0.036, -0.059, -0.066], [0.031, -0.032, -0.004], [-0.010, -0.010, -0.028], [-0.013, -0.020, 0.006], [0.013, -0.043, 0.017], [-0.046, -0.025, -0.037], [0.030, 0.007, -0.004], [0.058, 0.026, -0.019], [-0.025, 0.040, 0.030], [0.003, -0.014, 0.043], [-0.016, 0.037, 0.041], [0.017, 0.016, 0.030], [-0.086, -0.002, 0.000], [0.020, 0.010, 0.031], [0.028, 0.057, 0.008], [-0.025, -0.001, -0.012], [-0.041, -0.020, -0.076], [0.050, 0.001, -0.008], [0.042, 0.004, 0.026], [0.000, 0.000, -0.063], [0.031, -0.010, 0.000], [0.050, 0.059, -0.014], [0.000, 0.014, 0.011], [0.026, -0.013, -0.051], [0.079, 0.077, -0.049], [-0.143, -0.094, 0.076], [0.005, -0.066, 0.020], [0.057, 0.044, 0.041], [-0.488, 0.018, -0.019], [0.133, -0.163, 0.027], [-0.009, 0.058, -0.011], [0.186, -0.265, -0.070], [0.080, -0.204, 0.099], [-0.105, 0.027, -0.115], [0.531, -0.429, 0.326], [-0.451, 0.464, 0.152], [0.155, 0.001, 0.021], [-0.093, -0.038, 0.024], [0.017, -0.108, -0.013], [0.073, 0.085, -0.211], [-0.271, 0.129, 0.182], [0.008, -0.004, 0.000], [0.010, 0.019, 0.002], [-0.010, 0.039, -0.018], [-0.043, 0.066, -0.013], [0.028, -0.054, -0.016], [0.025, -0.009, -0.021], [-0.022, 0.020, -0.002], [-0.043, -0.001, 0.015], [-0.003, -0.001, 0.015]]}